[1]
Below is a 2-piece molecular cluster, C2HNO2 overall at a distorted geometry, with properties calculated with ωB97M-V with the def2-TZVPD basis set.

Gap between HOMO and LUMO in eV: 11.56
E_LUMO in eV: 0.31
ΔE to the lowest compared entry with this formula, charge and spin in kJ/mol: 205.4
Electronic energy in hartree: -281.9769
F_max in eV/A: 4.18

```
! wB97M-V def2-TZVPD RIJCOSX def2/J DEFGRID3
* xyz 0 1
O -2.656 -1.123 0.929
O 0.571 -0.943 -0.828
N -3.009 0.692 -0.583
C -2.796 -0.141 0.162
C -0.225 -1.022 -0.001
H -2.061 -1.590 1.455
*
```

[2]
Below is a 2-piece molecular cluster, CH4O3PS2 overall at a distorted geometry, with properties calculated with ωB97M-V with the def2-TZVPD basis set.

Gap between HOMO and LUMO (alpha / beta) in eV: 6.68 / 7.28
E_LUMO (alpha / beta) in eV: 3.19 / 1.80
ΔE to the lowest compared entry with this formula, charge and spin in kJ/mol: 0.0
Electronic energy in hartree: -1403.9162
F_max in eV/A: 5.23

```
! wB97M-V def2-TZVPD RIJCOSX def2/J DEFGRID3
* xyz -1 3
S -0.918 2.121 0.764
S -0.529 -1.655 -1.821
P 0.440 -1.764 1.204
O 0.178 3.022 1.183
O -2.270 2.423 1.281
O -0.796 1.716 -0.684
C 0.897 -1.579 -0.533
H -0.720 -0.351 -1.628
H 1.380 -2.551 -0.749
H 0.942 -0.610 1.794
H 1.395 -0.771 -0.812
*
```

Q: The lowest electronic energy belongs to which entry?
A: CH4O3PS2

Q: Which of these has the lowest F_max?
A: C2HNO2

Q: Among the records above, which one has the lowest electronic energy?
A: CH4O3PS2

Q: What is the F_max in the second record?
A: 5.23 eV/A